[1]
Below is a molecular structure, C35H28Cl2N5O4OsS, with properties calculated with wB97M-V/def2-TZVPD.

```
76
Properties=species:S:1:pos:R:3
Os 0.500 0.802 1.069
C 0.855 5.157 0.209
C 0.476 3.781 0.641
N 1.275 2.705 0.463
N 2.418 2.909 -0.126
C 3.269 1.808 0.099
O 3.006 1.006 0.982
C 4.475 1.692 -0.734
C 4.800 2.645 -1.697
C 5.937 2.473 -2.469
C 6.740 1.355 -2.281
C 6.412 0.402 -1.323
C 5.279 0.567 -0.546
C -0.725 3.425 1.266
C -1.842 4.275 1.312
C -3.099 3.717 1.629
C -3.232 2.396 1.905
C -2.057 1.467 1.976
N -0.790 2.139 1.707
H 1.925 5.221 0.045
H 0.566 5.888 0.962
H 0.357 5.414 -0.728
H 4.168 3.512 -1.835
H 6.201 3.211 -3.214
H 7.629 1.226 -2.885
H 7.043 -0.465 -1.180
H 5.005 -0.161 0.207
H -1.740 5.309 1.019
H -3.975 4.352 1.624
H -4.203 1.980 2.127
H -2.005 1.042 2.982
Cl -1.498 -2.828 2.355
C -0.242 -2.366 3.462
Cl 0.278 -0.622 3.341
H 0.653 -2.945 3.276
H -0.613 -2.443 4.477
O 0.921 0.338 -1.387
C 1.437 -0.720 -1.004
N 1.423 -1.014 0.317
S 2.385 -2.319 0.678
O 1.604 -3.329 1.329
O 3.608 -1.904 1.293
C 2.667 -2.716 -1.020
C 3.345 -3.803 -1.531
C 3.464 -3.873 -2.915
C 2.923 -2.889 -3.741
C 2.242 -1.803 -3.205
C 2.121 -1.739 -1.831
H 3.768 -4.562 -0.887
H 3.990 -4.708 -3.359
H 3.038 -2.973 -4.814
H 1.822 -1.026 -3.830
N -1.957 0.360 1.000
C -2.914 -0.413 0.651
C -4.244 -0.422 1.322
C -5.411 -0.286 0.577
C -6.642 -0.260 1.215
C -6.714 -0.406 2.594
C -5.554 -0.579 3.338
C -4.322 -0.582 2.703
C -2.697 -1.350 -0.477
C -3.345 -2.584 -0.502
C -3.086 -3.485 -1.522
C -2.205 -3.143 -2.541
C -1.589 -1.899 -2.540
C -1.832 -1.003 -1.510
H -5.351 -0.185 -0.501
H -7.546 -0.134 0.635
H -7.676 -0.399 3.088
H -5.611 -0.715 4.410
H -3.417 -0.730 3.279
H -4.035 -2.849 0.291
H -3.574 -4.450 -1.526
H -2.015 -3.841 -3.345
H -0.922 -1.618 -3.345
H -1.351 -0.036 -1.504
```

Properties
Strongest force on any atom, hartree/bohr: 0.01778
<S²>: 6.178
Net charge: +1
HOMO energy (alpha / beta), eV: -10.782 / -11.250
HOMO-LUMO gap (alpha / beta), eV: 7.251 / 6.109
2S+1: 5
Energy above the lowest of the compared OMol25 structures with the same formula, charge and spin, kcal per mole: 37.7

=====

[2]
Below is a molecular structure, C35H28Cl2N9O5S2V in a non-equilibrium geometry, with properties calculated with wB97M-V/def2-TZVPD.

```
82
Properties=species:S:1:pos:R:3
V 0.875 -2.292 1.025
C 1.124 3.618 6.352
C 1.451 2.492 5.407
C 1.271 1.166 5.781
C 1.543 0.129 4.898
C 2.014 0.435 3.634
C 2.213 1.753 3.235
C 1.930 2.770 4.124
S 2.347 -0.848 2.489
O 3.769 -0.950 2.315
O 1.588 -0.444 1.229
N 1.600 -2.158 2.933
C 2.447 -3.332 3.244
C 2.867 -4.033 1.959
O 3.686 -4.905 1.932
O 2.223 -3.561 0.872
H 0.834 3.241 7.332
H 0.300 4.221 5.966
H 1.981 4.281 6.482
H 0.906 0.936 6.776
H 1.373 -0.904 5.176
H 2.587 1.974 2.242
H 2.085 3.800 3.824
H 1.862 -4.041 3.826
H 3.340 -3.072 3.805
Cl -1.242 -0.874 2.969
C -1.923 -2.392 3.464
C -2.623 -2.380 4.658
C -3.203 -3.545 5.124
C -3.077 -4.712 4.391
C -2.373 -4.705 3.199
Cl -2.272 -6.215 2.342
C -1.763 -3.548 2.690
S -0.951 -3.610 1.127
H -2.710 -1.453 5.209
H -3.752 -3.545 6.056
H -3.522 -5.637 4.733
C -2.077 3.612 0.015
N -1.973 2.159 0.026
C -0.893 1.380 -0.154
N -1.232 0.109 -0.163
C -2.579 0.171 0.022
N -3.079 1.386 0.127
C -1.320 4.236 -1.128
C -0.832 5.532 -1.023
C -0.177 6.129 -2.094
C 0.016 5.432 -3.276
C -0.463 4.130 -3.376
C -1.138 3.544 -2.313
C -0.268 3.357 -4.604
N -0.077 3.761 -5.808
N 0.008 2.602 -6.597
C -0.147 1.614 -5.790
O -0.322 2.010 -4.511
C -0.174 0.186 -6.100
C -0.525 -0.201 -7.387
C -0.564 -1.554 -7.704
C -0.236 -2.497 -6.740
C 0.141 -2.096 -5.460
C 0.569 -3.173 -4.501
N 0.906 -2.696 -3.174
C 0.207 -2.799 -2.053
N 0.902 -2.291 -1.059
C 2.061 -1.864 -1.653
N 2.101 -2.088 -2.942
C 0.156 -0.758 -5.139
H -1.737 4.017 0.968
H -3.139 3.830 -0.076
H 0.108 1.774 -0.269
H -3.205 -0.706 0.077
H -0.962 6.083 -0.097
H 0.198 7.141 -1.999
H 0.535 5.877 -4.116
H -1.518 2.533 -2.422
H -0.761 0.557 -8.122
H -0.850 -1.872 -8.699
H -0.262 -3.554 -6.987
H 1.458 -3.663 -4.891
H -0.205 -3.932 -4.397
H -0.769 -3.255 -1.973
H 2.864 -1.394 -1.109
H 0.453 -0.433 -4.148
```

Properties
Strongest force on any atom, hartree/bohr: 0.02192
<S²>: 2.015
HOMO energy (alpha / beta), eV: -8.125 / -8.235
HOMO-LUMO gap (alpha / beta), eV: 8.031 / 8.140
2S+1: 3
Energy above the lowest of the compared OMol25 structures with the same formula, charge and spin, kcal per mole: 9.5